No. 1
{
  "formula": "C5H14",
  "method": "ωB97M-V/def2-TZVPD",
  "smiles": "CCC.CC",
  "lumo_ha": 0.04123,
  "spin_multiplicity": 1,
  "total_energy_ha": -198.87744,
  "relative_energy_kcal_mol": 7.4,
  "mol_weight_da": 74.17,
  "symbols": ["C", "C", "H", "H", "H", "H", "H", "H", "C", "C", "C", "H", "H", "H", "H", "H", "H", "H", "H"],
  "positions_angstrom": [[1.567, -1.570, -1.610], [0.635, -2.658, -1.073], [1.941, -1.711, -2.627], [1.065, -0.600, -1.680], [2.411, -1.347, -0.954], [0.815, -3.612, -1.548], [0.832, -2.748, 0.000], [-0.410, -2.374, -1.143], [-1.279, 1.880, 1.122], [-0.944, 1.417, -0.303], [-0.292, 1.350, 2.144], [-1.209, 2.975, 1.133], [-2.323, 1.661, 1.328], [-0.487, 0.421, -0.281], [0.677, 1.810, 1.967], [-0.246, 2.018, -0.872], [-1.867, 1.287, -0.868], [-0.647, 1.542, 3.162], [-0.240, 0.258, 2.104]]
}


No. 2
{
  "formula": "C3H5FeO4",
  "method": "ωB97M-V/def2-TZVPD",
  "lumo_ha": [0.01459, -0.04299],
  "spin_multiplicity": 6,
  "total_energy_ha": -1681.88875,
  "relative_energy_kcal_mol": 11.2,
  "mol_weight_da": 160.91,
  "symbols": ["O", "C", "C", "O", "O", "C", "H", "H", "H", "H", "Fe", "O", "H"],
  "positions_angstrom": [[0.290, 0.406, -0.898], [0.850, -0.560, 0.117], [-0.821, 1.044, -0.303], [1.966, -0.203, 0.670], [-0.206, -0.697, 1.064], [-1.372, -0.037, 0.612], [-1.525, 1.351, -1.085], [-0.495, 1.924, 0.278], [-2.018, -0.736, 0.054], [-1.915, 0.359, 1.478], [3.691, 0.293, 0.218], [0.984, -1.709, -0.659], [0.571, -1.436, -1.544]]
}


No. 3
{
  "formula": "C24H36N9O5S3Sn",
  "method": "ωB97M-V/def2-TZVPD",
  "lumo_ha": -0.06915,
  "spin_multiplicity": 1,
  "total_charge": 1,
  "total_energy_ha": -3213.89833,
  "relative_energy_kcal_mol": 16.1,
  "mol_weight_da": 745.52,
  "symbols": ["Sn", "C", "N", "C", "C", "O", "C", "O", "C", "C", "O", "N", "C", "C", "H", "H", "H", "H", "H", "H", "H", "H", "H", "H", "H", "H", "H", "H", "H", "H", "O", "C", "C", "C", "C", "C", "C", "C", "O", "N", "N", "C", "S", "C", "C", "S", "H", "H", "H", "H", "H", "H", "H", "H", "H", "N", "N", "C", "N", "S", "H", "H", "H", "H", "H", "N", "C", "C", "C", "C", "C", "N", "H", "H", "H", "H", "H", "H"],
  "positions_angstrom": [[-0.087, -0.370, 0.785], [0.696, -1.856, -4.562], [-0.209, -1.549, -3.470], [-1.350, -0.714, -3.821], [-0.073, -1.989, -2.216], [-0.914, -1.760, -1.338], [1.188, -2.786, -1.864], [1.307, -2.972, -0.475], [0.536, -4.012, 0.078], [0.368, -3.705, 1.566], [0.747, -2.616, 2.005], [-0.235, -4.621, 2.336], [-0.513, -4.323, 3.734], [-0.616, -5.955, 1.913], [0.234, -2.562, -5.255], [0.915, -0.942, -5.114], [1.634, -2.271, -4.207], [-2.087, -1.282, -4.393], [-1.808, -0.339, -2.912], [-1.010, 0.128, -4.423], [1.196, -3.742, -2.400], [2.066, -2.200, -2.138], [-0.461, -4.044, -0.375], [1.043, -4.970, -0.077], [-0.167, -3.321, 3.965], [-1.589, -4.386, 3.908], [-0.009, -5.042, 4.382], [-0.516, -6.090, 0.840], [0.001, -6.700, 2.419], [-1.657, -6.138, 2.185], [-1.259, 4.769, -2.062], [-2.347, 4.477, -1.342], [-3.399, 5.397, -1.375], [-4.574, 5.153, -0.697], [-4.727, 3.984, 0.044], [-3.681, 3.089, 0.109], [-2.480, 3.306, -0.571], [-1.423, 2.272, -0.462], [-1.620, 1.305, 0.374], [-0.388, 2.409, -1.250], [0.516, 1.367, -1.303], [1.684, 1.724, -1.693], [2.921, 0.575, -2.126], [3.980, 1.811, -2.957], [3.860, 3.106, -2.189], [2.093, 3.424, -1.900], [-0.636, 4.011, -1.968], [-3.261, 6.294, -1.962], [-5.382, 5.871, -0.748], [-5.659, 3.781, 0.555], [-3.769, 2.180, 0.689], [3.620, 1.920, -3.979], [4.998, 1.424, -2.967], [4.255, 3.948, -2.755], [4.363, 3.048, -1.225], [-2.792, -0.992, 1.133], [-3.377, -0.243, 2.145], [-2.658, 0.294, 3.151], [-3.349, 1.050, 4.013], [-1.026, 0.002, 3.422], [-2.889, -0.516, 0.240], [-3.217, -1.910, 1.082], [-4.322, 0.085, 2.011], [-4.301, 1.328, 3.837], [-2.853, 1.482, 4.771], [3.378, -1.278, 1.374], [3.321, 0.014, 1.784], [4.486, 0.706, 2.168], [4.399, 2.035, 2.502], [3.152, 2.665, 2.483], [2.059, 1.916, 2.118], [2.127, 0.626, 1.759], [4.222, -1.797, 1.528], [2.509, -1.794, 1.328], [5.425, 0.169, 2.205], [5.287, 2.589, 2.776], [3.038, 3.703, 2.756], [1.065, 2.351, 2.095]]
}


No. 4
{
  "formula": "C20H19AuF2O3SSi",
  "method": "ωB97M-V/def2-TZVPD",
  "lumo_ha": 0.17584,
  "spin_multiplicity": 1,
  "total_charge": -2,
  "total_energy_ha": -2022.40318,
  "relative_energy_kcal_mol": 4.6,
  "mol_weight_da": 602.49,
  "symbols": ["Au", "C", "C", "C", "C", "C", "C", "Si", "C", "C", "C", "C", "C", "C", "H", "H", "H", "H", "H", "H", "H", "H", "H", "H", "H", "F", "C", "F", "H", "C", "C", "C", "C", "C", "C", "C", "S", "O", "O", "O", "H", "H", "H", "H", "H", "H", "H"],
  "positions_angstrom": [[-0.885, 0.181, -0.108], [0.792, -5.606, 2.197], [1.251, -4.305, 2.300], [0.609, -3.290, 1.610], [-0.510, -3.537, 0.826], [-0.947, -4.854, 0.733], [-0.307, -5.883, 1.400], [-1.428, -2.080, -0.035], [-2.953, -2.052, 1.118], [-4.243, -1.942, 0.608], [-5.317, -1.602, 1.408], [-5.126, -1.360, 2.759], [-3.854, -1.487, 3.295], [-2.791, -1.831, 2.483], [1.288, -6.406, 2.734], [2.117, -4.091, 2.916], [0.980, -2.278, 1.680], [-1.821, -5.066, 0.127], [-0.660, -6.906, 1.303], [-2.015, -2.911, -1.159], [-4.391, -2.103, -0.452], [-6.309, -1.494, 0.981], [-5.960, -1.067, 3.387], [-3.694, -1.280, 4.348], [-1.796, -1.903, 2.906], [-1.887, 2.968, 0.975], [-1.137, 2.398, -0.084], [-1.799, 2.929, -1.213], [-0.182, 2.954, -0.047], [0.576, -5.893, -2.664], [1.076, -4.494, -2.427], [0.702, -3.444, -3.253], [1.128, -2.150, -2.991], [1.926, -1.895, -1.899], [2.315, -2.930, -1.076], [1.906, -4.223, -1.344], [2.452, -0.214, -1.484], [2.117, 0.604, -2.641], [3.894, -0.324, -1.243], [1.710, 0.102, -0.263], [-0.140, -5.915, -3.484], [0.081, -6.258, -1.765], [1.398, -6.571, -2.902], [0.064, -3.641, -4.106], [0.851, -1.321, -3.624], [2.936, -2.693, -0.226], [2.206, -5.034, -0.695]]
}


No. 5
{
  "formula": "C7H16O4",
  "method": "ωB97M-V/def2-TZVPD",
  "lumo_ha": 0.02246,
  "spin_multiplicity": 1,
  "total_energy_ha": -576.82481,
  "relative_energy_kcal_mol": 264.1,
  "mol_weight_da": 164.20,
  "symbols": ["C", "C", "C", "C", "C", "C", "C", "H", "H", "H", "H", "H", "H", "H", "H", "H", "H", "H", "H", "H", "H", "H", "H", "O", "O", "O", "O"],
  "positions_angstrom": [[-1.725, 2.443, 2.595], [0.236, 2.752, 1.260], [0.108, 1.801, 0.000], [0.499, -1.489, -0.759], [2.071, -1.154, -0.790], [0.013, -2.294, 0.508], [0.055, -3.410, -2.269], [-2.256, 1.678, 1.942], [-2.656, 3.366, 2.743], [-1.341, 2.091, 3.643], [0.681, 2.143, 2.191], [0.800, 3.673, 0.742], [-0.597, 2.138, -0.770], [0.961, 1.705, -0.669], [2.639, -2.026, -0.607], [2.487, -0.769, -1.738], [2.077, -0.292, 0.071], [-0.152, -3.704, 0.243], [-1.189, -1.841, 1.035], [1.164, -1.811, 1.406], [0.056, -3.396, -3.513], [-0.956, -4.149, -2.006], [0.908, -3.863, -1.839], [-1.025, 3.433, 1.658], [0.039, 0.441, 0.324], [-0.133, -0.176, -0.849], [-0.153, -2.053, -1.901]]
}


No. 6
{
  "formula": "C3H11NS2",
  "method": "ωB97M-V/def2-TZVPD",
  "smiles": "CNC.CSS",
  "lumo_ha": 0.02011,
  "spin_multiplicity": 1,
  "total_energy_ha": -971.97939,
  "relative_energy_kcal_mol": 24.3,
  "mol_weight_da": 125.26,
  "symbols": ["C", "S", "S", "H", "H", "H", "H", "C", "N", "C", "H", "H", "H", "H", "H", "H", "H"],
  "positions_angstrom": [[-1.864, -1.382, 1.737], [-0.092, -1.845, 1.366], [0.153, -2.824, -0.392], [-2.584, -1.611, 0.901], [-2.111, -2.022, 2.650], [-1.882, -0.333, 2.044], [0.175, -4.050, 0.132], [0.223, 1.262, -1.864], [1.267, 0.848, -0.923], [1.393, 1.818, 0.202], [0.573, 2.045, -2.607], [-0.793, 1.552, -1.473], [0.072, 0.350, -2.608], [1.098, -0.039, -0.534], [0.491, 1.803, 0.880], [2.332, 1.605, 0.751], [1.549, 2.823, -0.264]]
}


No. 7
{
  "formula": "C3H10NO",
  "method": "ωB97M-V/def2-TZVPD",
  "lumo_ha": -0.19314,
  "spin_multiplicity": 1,
  "total_charge": 1,
  "total_energy_ha": -249.99358,
  "relative_energy_kcal_mol": 37.8,
  "mol_weight_da": 76.12,
  "symbols": ["C", "O", "H", "H", "H", "H", "C", "C", "N", "H", "H", "H", "H", "H", "H"],
  "positions_angstrom": [[-1.612, 0.702, 2.113], [-0.782, 1.138, 0.993], [-2.061, 1.558, 2.600], [-0.891, 0.150, 2.721], [-2.348, -0.055, 1.845], [-1.143, 1.989, 0.696], [0.698, -1.218, -2.218], [1.495, -0.362, -0.095], [0.558, -0.445, -0.957], [0.673, -2.265, -1.940], [-0.115, -0.938, -2.878], [1.628, -0.933, -2.705], [2.490, -0.485, -0.524], [1.419, 0.342, 0.726], [-0.285, 0.104, -0.770]]
}


No. 8
{
  "formula": "C21H15ClN2O4S",
  "method": "ωB97M-V/def2-TZVPD",
  "smiles": "O=C(COC(=O)c1cc(-c2ccc(Cl)s2)nc2ccccc12)NCc1ccco1",
  "lumo_ha": -0.02468,
  "spin_multiplicity": 1,
  "total_energy_ha": -2078.12626,
  "mol_weight_da": 426.88,
  "symbols": ["O", "C", "N", "H", "C", "C", "C", "C", "C", "O", "H", "H", "H", "H", "H", "C", "H", "H", "O", "C", "O", "C", "C", "C", "N", "C", "C", "C", "C", "C", "C", "H", "H", "H", "H", "C", "C", "C", "C", "S", "Cl", "H", "H", "H"],
  "positions_angstrom": [[-3.927, -3.114, -0.150], [-3.183, -2.385, 0.461], [-1.929, -2.713, 0.832], [-1.383, -2.018, 1.318], [-1.239, -3.873, 0.313], [-0.020, -3.471, -0.456], [1.241, -3.988, -0.501], [1.966, -3.185, -1.418], [1.095, -2.237, -1.853], [-0.108, -2.400, -1.277], [1.204, -1.418, -2.535], [2.991, -3.299, -1.704], [1.605, -4.835, 0.042], [-1.959, -4.389, -0.333], [-0.946, -4.547, 1.125], [-3.595, -0.984, 0.931], [-4.020, -1.046, 1.938], [-4.344, -0.579, 0.244], [-2.458, -0.130, 0.978], [-2.427, 0.924, 0.139], [-3.364, 1.277, -0.527], [-1.077, 1.551, 0.146], [0.025, 0.746, 0.294], [1.319, 1.315, 0.224], [1.509, 2.597, 0.009], [0.453, 3.412, -0.128], [0.700, 4.785, -0.343], [-0.342, 5.658, -0.483], [-1.668, 5.200, -0.414], [-1.942, 3.874, -0.209], [-0.894, 2.946, -0.066], [-2.961, 3.526, -0.167], [-2.477, 5.905, -0.526], [-0.154, 6.709, -0.645], [1.727, 5.109, -0.386], [2.504, 0.503, 0.365], [2.646, -0.792, 0.787], [3.980, -1.233, 0.792], [4.841, -0.261, 0.371], [4.037, 1.218, -0.031], [6.535, -0.405, 0.232], [4.291, -2.217, 1.091], [1.830, -1.416, 1.102], [-0.084, -0.318, 0.416]]
}